Below is C6F18Li2N3O12S6 as an isolated structure at a distorted geometry, with properties calculated with ωB97M-V/def2-TZVPD.

```
47
Properties=species:S:1:pos:R:3:forces:R:3
Li 0.3126 -0.1053 -0.4232 -1.03 0.45 -0.21
Li 2.6851 -1.8387 -0.2776 0.22 -0.01 0.25
C -0.3465 -3.1981 0.6174 0.28 0.32 -1.18
F -1.1555 -4.2186 0.7063 -0.53 -0.35 0.20
F -0.8726 -2.1216 1.1723 0.47 -0.16 0.13
F 0.8223 -3.5328 1.1626 -0.14 0.34 0.04
S -0.1408 -2.9203 -1.2598 0.31 0.21 -1.86
O 0.4047 -4.1288 -1.8244 -0.30 0.41 1.24
O -1.3675 -2.3880 -1.7930 0.91 -0.56 1.08
N 1.1174 -1.6612 -1.3908 -1.48 -1.82 0.30
S 1.1115 -1.3166 -2.9748 -0.54 1.07 -2.84
O 1.2689 -2.4354 -3.8848 0.26 0.77 1.30
O 0.0810 -0.3578 -3.3116 0.84 -0.43 0.57
C 2.7156 -0.3088 -3.1605 -1.77 0.28 0.54
F 3.1191 -0.3478 -4.4089 0.25 -0.12 0.00
F 2.4880 0.9709 -2.8147 0.46 -0.80 -0.13
F 3.6282 -0.8362 -2.3435 0.86 -0.02 0.30
C 1.7606 -0.3339 3.7138 -0.67 0.02 -1.41
F 0.9083 -1.3547 3.6938 0.03 0.10 0.08
F 1.1076 0.8054 3.7209 -0.13 -0.20 0.37
F 2.5433 -0.4345 4.7555 0.45 0.00 0.01
S 2.7570 -0.4365 2.0596 0.18 -1.88 -0.76
O 4.0648 0.0670 2.3045 -0.04 1.28 0.21
O 2.8514 -1.8672 1.7165 -1.32 0.89 -0.56
N 1.8584 0.3517 0.7845 1.79 -2.95 3.21
S 2.4079 1.8203 0.8751 -0.05 5.44 -1.19
O 2.3538 2.4642 2.1769 -0.01 -1.08 -0.91
O 3.5676 2.1063 0.0702 -0.24 -0.77 0.10
C 0.9572 2.6147 -0.0915 1.37 -0.24 2.01
F 0.6766 1.8535 -1.1585 -0.52 0.26 0.12
F -0.0316 2.6774 0.7963 -0.61 -0.35 -0.71
F 1.2447 3.8447 -0.4547 0.16 0.04 -0.53
C -2.5628 2.4799 -2.0463 -0.53 -0.83 3.17
F -1.5647 2.3410 -2.8824 -0.40 0.14 -0.67
F -2.1713 3.3127 -1.0552 0.17 0.13 -0.36
F -3.6863 2.9498 -2.5347 0.11 0.36 -1.10
S -2.9631 0.8033 -1.2432 -1.24 -0.77 -1.03
O -3.5223 0.0783 -2.3781 0.51 0.77 1.55
O -1.6523 0.3619 -0.7576 -0.69 0.43 0.38
N -4.1653 1.1643 -0.0578 2.37 -0.72 -1.55
S -4.0824 0.1473 1.1690 0.99 -1.55 1.16
O -5.1989 0.2720 2.0711 0.10 0.62 -0.76
O -3.6928 -1.2266 0.8366 -0.05 1.75 0.13
C -2.6493 0.8680 2.3041 -1.43 -2.01 -0.10
F -2.6664 2.1747 2.2068 0.34 0.54 0.36
F -2.8824 0.4589 3.5821 -0.15 0.73 -0.54
F -1.4388 0.3814 2.0318 0.43 0.29 -0.43
```
Positions in Å, forces in eV/Å.

Properties
- HOMO (eV) = -7.5
- DFT total energy (eV) = -149600.078
- net charge = -1
- ΔE to the lowest compared entry with this formula, charge and spin (kcal per mole) = 17.6
- Kohn-Sham gap (eV) = 9.17

These are the Mulliken partial charges, in e, on atoms 1 to 8: Li 1.32; Li 0.82; C 0.69; F -0.20; F -0.07; F -0.23; S 0.69; O -0.56



Below is one molecule with the formula C4H9NO at a distorted geometry, with properties calculated with ωB97M-V/def2-TZVPD.

```
15
Properties=species:S:1:pos:R:3:forces:R:3
C -1.9415 0.1966 0.3196 -0.79 0.73 1.42
C 0.0658 -0.4202 -0.7610 -1.78 -0.25 -0.39
C 0.7378 0.9332 -0.4013 0.41 -0.68 -0.38
C 0.9813 -1.0978 0.2132 0.96 0.74 -0.16
H -2.0523 1.4545 -0.0474 0.22 -3.92 0.87
H -1.2840 0.2600 1.4526 -2.09 -0.41 -3.37
H -2.9772 -0.3767 0.4332 1.96 2.02 0.33
H 0.3351 -0.7094 -1.7538 0.14 -0.03 -0.73
H 0.9046 1.6944 -1.1594 0.30 -0.40 -0.57
H 0.2633 1.5200 0.3784 0.02 -0.51 0.78
H 2.4168 0.2929 0.7859 0.06 0.32 -0.18
H 0.5705 -1.0310 1.1997 -0.32 -0.16 0.82
H 1.4231 -2.0746 0.0469 -0.23 -0.16 -0.29
N 1.9083 0.0422 -0.0560 0.02 0.55 0.73
O -1.3516 -0.6841 -0.6505 1.13 2.18 1.12
```
Positions in Å, forces in eV/Å.

Properties
- HOMO (eV) = -9.4
- DFT total energy (eV) = -7828.165
- ΔE to the lowest compared entry with this formula, charge and spin (kcal per mole) = 95.8
- SMILES string = COC1CNC1
- Kohn-Sham gap (eV) = 10.33

These are the Mulliken partial charges, in e, on atoms 1 to 8: C -0.54; C -0.11; C -0.43; C -0.35; H 0.20; H 0.18; H 0.24; H 0.35



Below is C41H51AsNO4P2S2Si3Ti as an isolated structure at a distorted geometry, with properties calculated with ωB97M-V/def2-TZVPD.

```
106
Properties=species:S:1:pos:R:3:forces:R:3
Ti -0.0055 0.9317 -0.3002 0.26 -1.13 -1.01
S -0.2051 1.2377 -2.9285 -0.06 -0.01 0.14
P -0.7526 -0.6967 -2.6453 -0.14 0.23 0.03
C -0.0400 -1.0074 -1.1254 -0.06 0.40 0.30
P 1.5853 -1.4962 -0.9835 0.09 -0.02 0.16
S 2.3596 0.0575 0.0421 -0.13 0.15 0.09
C 2.5558 -1.7584 -2.4833 0.03 -0.03 -0.06
C 2.6940 -3.0392 -3.0161 -0.02 -0.02 0.01
C 3.4030 -3.2289 -4.1918 0.00 0.01 -0.01
C 3.9808 -2.1436 -4.8361 0.00 -0.01 -0.01
C 3.8452 -0.8665 -4.3094 0.01 0.00 0.00
C 3.1333 -0.6712 -3.1364 0.01 -0.01 0.01
C 1.7494 -3.0317 -0.0542 0.06 -0.01 0.01
C 0.6607 -3.8794 0.1038 -0.05 0.03 -0.02
C 0.8046 -5.0692 0.8054 -0.02 -0.02 0.01
C 2.0332 -5.4049 1.3532 0.03 0.00 0.01
C 3.1251 -4.5563 1.1983 -0.02 -0.01 0.00
C 2.9857 -3.3738 0.4925 0.03 0.00 0.00
C -2.5450 -0.8387 -2.5573 -0.03 -0.11 0.05
C -3.1157 -1.6530 -1.5848 0.03 -0.01 -0.01
C -4.4904 -1.8318 -1.5535 0.00 -0.02 0.02
C -5.2931 -1.1935 -2.4858 -0.01 0.02 -0.03
C -4.7253 -0.3726 -3.4530 -0.01 -0.01 0.01
C -3.3522 -0.1961 -3.4927 0.01 0.04 -0.03
C -0.2946 -1.7763 -4.0117 0.00 -0.02 -0.04
C -0.6731 -3.1172 -3.9400 -0.01 -0.03 -0.01
C -0.3684 -3.9755 -4.9822 0.01 0.00 -0.03
C 0.3014 -3.4951 -6.1023 -0.01 0.01 0.01
C 0.6731 -2.1613 -6.1740 0.00 -0.01 -0.01
C 0.3792 -1.2985 -5.1266 0.03 0.02 0.00
H 2.2546 -3.8921 -2.5124 0.00 0.02 0.00
H 3.5076 -4.2261 -4.6001 0.00 0.02 0.00
H 4.5414 -2.2943 -5.7503 -0.01 0.00 0.02
H 4.3021 -0.0220 -4.8097 -0.01 -0.01 0.01
H 3.0310 0.3207 -2.7167 0.00 0.02 0.01
H -0.2985 -3.5939 -0.3131 0.00 0.00 0.02
H -0.0439 -5.7302 0.9282 0.01 0.01 0.00
H 2.1450 -6.3300 1.9045 -0.01 0.02 -0.01
H 4.0829 -4.8196 1.6279 -0.01 0.00 0.00
H 3.8375 -2.7127 0.3725 -0.03 0.01 -0.01
H -2.4786 -2.1086 -0.8351 -0.02 -0.01 -0.01
H -4.9346 -2.4543 -0.7876 0.00 0.02 -0.01
H -6.3673 -1.3236 -2.4566 0.02 -0.01 0.01
H -5.3543 0.1298 -4.1764 0.00 -0.01 0.00
H -2.9087 0.4446 -4.2467 0.01 0.00 0.00
H -1.2156 -3.4905 -3.0777 0.00 0.03 0.00
H -0.6621 -5.0159 -4.9285 0.00 0.01 0.00
H 0.5295 -4.1639 -6.9226 0.00 0.01 0.02
H 1.1971 -1.7898 -7.0454 -0.01 0.00 0.01
H 0.6774 -0.2580 -5.1718 -0.01 -0.01 0.00
O 1.5337 4.8538 -1.3105 0.16 0.08 0.04
C 0.8527 3.7953 -0.9423 -0.25 0.20 -0.11
O 1.3565 2.7593 -0.5462 0.13 -0.15 0.06
C -0.6181 3.9009 -1.0429 -0.01 0.03 0.00
C -1.3597 4.9651 -1.5074 -0.07 0.01 0.00
C -2.7454 4.8043 -1.5640 0.07 0.14 -0.05
C -3.3206 3.6181 -1.1479 -0.04 -0.10 0.06
C -2.4865 2.6127 -0.6761 -0.13 0.09 0.00
N -1.1789 2.7645 -0.6408 0.10 0.00 0.11
C -2.9226 1.2695 -0.1406 0.04 0.19 -0.05
O -4.0854 0.9703 -0.0544 -0.04 0.00 0.14
O -1.8874 0.5523 0.2069 0.10 -0.11 -0.13
H 2.4837 4.6694 -1.2215 -0.01 0.02 -0.01
H -0.8802 5.8803 -1.8242 0.01 -0.02 0.01
H -3.3594 5.6144 -1.9346 -0.02 -0.03 0.01
H -4.3883 3.4456 -1.1698 0.02 0.01 0.00
C -0.9153 3.2605 5.0369 -0.05 0.11 0.06
Si -0.5092 3.4337 3.2220 0.05 -0.11 -0.03
C 0.9353 4.5998 2.9332 0.03 0.05 0.05
C -2.0381 4.1502 2.4131 -0.06 0.00 0.03
As 0.1682 1.3297 2.3360 -0.14 0.16 0.22
Si -1.2997 -0.2782 3.3316 0.10 0.14 -0.04
C -1.1560 -1.8650 2.3672 0.01 -0.11 0.03
C -0.7495 -0.5595 5.0965 -0.05 -0.11 0.08
C -3.0411 0.3973 3.3061 -0.04 0.00 0.05
Si 2.2920 0.9885 3.3539 -0.11 0.05 0.05
C 3.5628 2.0291 2.4452 0.05 0.03 0.00
C 2.6514 -0.8482 3.3788 0.05 -0.06 0.06
C 2.2622 1.5938 5.1276 0.15 -0.02 0.05
H -1.1933 4.2488 5.4186 0.01 -0.03 0.01
H -0.0941 2.8888 5.6484 -0.01 -0.01 -0.07
H -1.7795 2.6087 5.1834 0.03 -0.01 -0.01
H 0.5681 5.6206 2.7946 0.01 -0.02 0.02
H 1.5341 4.3339 2.0593 -0.05 -0.02 -0.01
H 1.6065 4.6102 3.7953 0.01 -0.02 -0.04
H -2.1559 5.1566 2.8295 -0.03 -0.03 0.01
H -2.9405 3.5889 2.6646 0.03 -0.01 -0.05
H -1.9919 4.2565 1.3313 0.08 0.00 0.00
H -0.2865 -2.4471 2.6833 0.00 0.02 -0.01
H -1.0879 -1.6989 1.2916 -0.04 0.05 0.01
H -2.0504 -2.4672 2.5596 0.04 -0.01 0.01
H 0.3041 -0.8327 5.1798 -0.07 0.03 -0.04
H -1.3297 -1.4025 5.4883 0.01 0.05 0.02
H -0.9391 0.2974 5.7453 0.02 0.02 -0.04
H -3.5451 0.1723 2.3662 0.01 0.01 -0.04
H -3.0940 1.4757 3.4670 0.04 -0.04 0.02
H -3.6047 -0.0756 4.1169 0.00 -0.01 -0.04
H 3.3292 2.2253 1.3984 -0.04 -0.04 0.05
H 4.5351 1.5295 2.4748 -0.02 0.02 0.01
H 3.6674 2.9887 2.9578 0.01 -0.01 -0.02
H 2.2136 -1.3973 2.5467 -0.03 0.03 -0.01
H 2.2977 -1.2874 4.3155 0.03 0.01 -0.05
H 3.7347 -0.9986 3.3360 -0.03 0.00 0.00
H 2.2141 2.6819 5.1962 -0.02 -0.02 -0.01
H 3.2136 1.2856 5.5770 -0.03 0.04 0.01
H 1.4665 1.1674 5.7391 0.01 -0.02 -0.08
```
Positions in Å, forces in eV/Å.

Properties
- HOMO (eV) = -10.2
- DFT total energy (eV) = -200864.038
- net charge = +1
- ΔE to the lowest compared entry with this formula, charge and spin (kcal per mole) = 0.1
- Kohn-Sham gap (eV) = 6.77

These are the Mulliken partial charges, in e, on atoms 1 to 8: Ti -1.06; S -0.80; P 1.46; C -1.01; P 1.38; S -0.72; C 0.86; C -0.44